Run 1
ORCA calculation (wB97M-V/def2-TZVPD) on the molecule C4H7FOS.

The net charge is 0. Its structure (SMILES) is C[C@]1(S)[C@H](O)[C@@H]1F. The value obtained for the LUMO energy is 0.7731 eV. The calculation puts the frontier orbital gap at 10.0 eV. The value obtained for the HOMO energy is -9.23 eV.

Last columns: bonded neighbours and bond lengths (Å).
Element x y z (Å)
1 C 1.04914 0.95279 0.32597  C2 1.510, H5 1.107, H6 1.085, H7 1.098
2 C -0.27459 0.23677 0.44993  C1 1.510, C3 1.509, C4 1.525, S14 1.754
3 C -0.42130 -1.09996 -0.23362  C2 1.509, C4 1.481, H9 1.082, O12 1.394
4 C -1.04206 0.09000 -0.85947  C2 1.525, C3 1.481, H11 1.094, F13 1.390
5 H 1.67528 0.77144 1.22036  C1 1.107
6 H 0.89709 2.02407 0.25143  C1 1.085
7 H 1.65228 0.61360 -0.52666  C1 1.098
8 H -0.40418 -0.13469 2.79744  S14 1.364
9 H -1.05208 -1.84727 0.22865  C3 1.082
10 H 0.84005 -1.23313 -1.70826  O12 0.954
11 H -2.12025 0.19584 -1.01186  C4 1.094
12 O 0.63568 -1.71054 -0.90740  C3 1.394, H10 0.954
13 F -0.30235 0.51710 -1.95622  C4 1.390
14 S -1.13271 0.62398 1.92971  C2 1.754, H8 1.364

Atom charges from the Löwdin analysis, given in e for atoms 1 to 8:
1. C -0.091
2. C -0.763
3. C -0.294
4. C -0.211
5. H 0.088
6. H 0.082
7. H 0.081
8. H -0.102



Run 2
ORCA calculation (wB97M-V/def2-TZVPD) on the molecule C4H7FOS.

The net charge is 0. Its structure (SMILES) is C/C(=C/SF)CO. The value obtained for the LUMO energy is 0.7043 eV. The calculation puts the frontier orbital gap at 8.9 eV. The value obtained for the HOMO energy is -8.15 eV.

Last columns: bonded neighbours and bond lengths (Å).
Element x y z (Å)
1 C -0.32135 -0.92457 -0.70003  C2 1.347, S7 1.702, H8 1.019
2 C 0.29379 -0.07639 0.14650  C1 1.347, C3 1.532, C4 1.510
3 C 1.49965 -0.60281 0.93192  C2 1.532, H9 1.062, H10 1.089, H11 1.042
4 C -0.22269 1.34055 0.22920  C2 1.510, O5 1.414, H13 1.103, H14 1.159
5 O -1.62404 1.50810 0.14442  C4 1.414, H12 0.918
6 F -1.60651 -1.79820 -2.71491  S7 1.658
7 S -1.61920 -0.48069 -1.70798  C1 1.702, F6 1.658
8 H 0.02891 -1.85710 -0.91682  C1 1.019
9 H 2.33147 0.04326 0.79759  C3 1.062
10 H 1.73490 -1.62890 0.65198  C3 1.089
11 H 1.25312 -0.52166 1.94154  C3 1.042
12 H -2.02184 1.29665 0.94405  O5 0.918
13 H 0.21135 1.92450 1.05789  C4 1.103
14 H 0.06244 1.77726 -0.80536  C4 1.159

Atom charges from the Löwdin analysis, given in e for atoms 1 to 8:
1. C -0.407
2. C -0.325
3. C -0.040
4. C -0.244
5. O -0.097
6. F -0.473
7. S 0.998
8. H 0.046



Run 3
ORCA calculation (wB97M-V/def2-TZVPD) on the molecule C4H7FOS.

The net charge is 0. Its structure (SMILES) is C[C@]1(S)[C@H](O)[C@@H]1F. The value obtained for the LUMO energy is 0.7912 eV. The calculation puts the frontier orbital gap at 9.7 eV. The value obtained for the HOMO energy is -8.86 eV.

Last columns: bonded neighbours and bond lengths (Å).
Element x y z (Å)
1 C 0.15174 1.51777 -0.83550  C2 1.493, H5 1.111, H6 1.099, H7 1.083
2 C 0.36209 0.22452 -0.12010  C1 1.493, C3 1.574, C4 1.507, S14 1.833
3 C -0.64487 -0.97550 -0.27747  C2 1.574, C4 1.471, H9 1.057, O12 1.399
4 C -0.58298 -0.20344 0.97273  C2 1.507, C3 1.471, H11 1.093, F13 1.376
5 H 0.41414 1.43529 -1.91217  C1 1.111
6 H 0.82048 2.30804 -0.46593  C1 1.099
7 H -0.90148 1.76233 -0.77911  C1 1.083
8 H 2.61496 0.14291 -0.96353  S14 1.364
9 H -0.19954 -1.93202 -0.33668  C3 1.057
10 H -2.42101 -0.31770 -0.48613  O12 0.999
11 H -0.16636 -0.54737 1.92284  C4 1.093
12 O -1.80314 -0.85974 -1.05322  C3 1.399, H10 0.999
13 F -1.63230 0.67747 1.10219  C4 1.376
14 S 2.07742 -0.34068 0.19305  C2 1.833, H8 1.364

Atom charges from the Löwdin analysis, given in e for atoms 1 to 8:
1. C -0.079
2. C -0.683
3. C -0.280
4. C -0.271
5. H 0.095
6. H 0.086
7. H 0.076
8. H -0.119



Which of them is least stable? Easy: run 2.



Run 1
ORCA calculation (wB97M-V/def2-TZVPD) on the molecule C15H22N2O4.

The net charge is 0. Its structure (SMILES) is O=C([C@H](CO)NC(=O)[C@H]1C[C@@]2(C1)C[C@]21CC1)N1CCCO1. The value obtained for the LUMO energy is 0.7088 eV. The calculation puts the frontier orbital gap at 10.0 eV. The value obtained for the HOMO energy is -9.30 eV.

Last columns: bonded neighbours and bond lengths (Å).
Element x y z (Å)
1 O 0.02300 1.27618 0.83075  C2 1.220
2 C -0.50703 0.88926 -0.19777  O1 1.220, N3 1.361, C14 1.507
3 N -1.82736 0.56574 -0.26999  C2 1.361, C4 1.449, H22 1.008
4 C -2.68889 0.51167 0.89319  N3 1.449, C5 1.521, C7 1.530, H23 1.085
5 C -3.90502 1.40126 0.68756  C4 1.521, O6 1.416, H24 1.094, H25 1.095
6 O -4.70713 1.28140 1.84841  C5 1.416, H26 0.960
7 C -3.13777 -0.94420 1.03261  C4 1.530, O8 1.216, N9 1.377
8 O -3.63655 -1.51148 0.07909  C7 1.216
9 N -2.89719 -1.62607 2.20423  C7 1.377, C10 1.463, O13 1.401
10 C -2.27072 -2.94682 2.15582  N9 1.463, C11 1.539, H27 1.088, H28 1.087
11 C -0.80824 -2.68292 2.55527  C10 1.539, C12 1.533, H29 1.088, H30 1.089
12 C -0.83927 -1.23464 3.05675  C11 1.533, O13 1.441, H31 1.087, H32 1.093
13 O -2.23500 -0.91385 3.21260  N9 1.401, C12 1.441
14 C 0.27247 0.71495 -1.47617  C2 1.507, C15 1.550, C17 1.557, H33 1.090
15 C 1.31655 1.81522 -1.79617  C14 1.550, C16 1.525, H34 1.089, H35 1.091
16 C 2.33395 0.71126 -2.06646  C15 1.525, C17 1.525, C18 1.516, C19 1.464
17 C 1.43188 -0.32140 -1.39852  C14 1.557, C16 1.525, H36 1.092, H37 1.089
18 C 3.09492 0.50825 -3.36130  C16 1.516, C19 1.485, H38 1.084, H39 1.084
19 C 3.79635 0.78613 -2.08275  C16 1.464, C18 1.485, C20 1.476, C21 1.477
20 C 4.82549 1.71567 -1.57677  C19 1.476, C21 1.524, H40 1.082, H41 1.083
21 C 4.90934 0.22020 -1.29453  C19 1.477, C20 1.524, H42 1.083, H43 1.082
22 H -2.17475 0.11730 -1.10345  N3 1.008
23 H -2.12518 0.85264 1.75477  C4 1.085
24 H -3.56529 2.43011 0.53312  C5 1.094
25 H -4.44018 1.06395 -0.20648  C5 1.095
26 H -5.59010 1.60765 1.65939  O6 0.960
27 H -2.76595 -3.60406 2.86797  C10 1.088
28 H -2.39836 -3.34962 1.15444  C10 1.087
29 H -0.48839 -3.37634 3.33027  C11 1.088
30 H -0.13538 -2.78781 1.70550  C11 1.089
31 H -0.38299 -1.09395 4.03370  C12 1.087
32 H -0.38619 -0.54300 2.34214  C12 1.093
33 H -0.38448 0.51757 -2.32372  C14 1.090
34 H 1.07633 2.49030 -2.61660  C15 1.089
35 H 1.55711 2.38654 -0.89885  C15 1.091
36 H 1.72108 -0.50620 -0.36218  C17 1.092
37 H 1.27722 -1.26743 -1.91633  C17 1.089
38 H 3.14074 -0.49739 -3.76338  C18 1.084
39 H 3.04411 1.29912 -4.10079  C18 1.084
40 H 5.53515 2.13233 -2.27956  C20 1.082
41 H 4.56431 2.36468 -0.75031  C20 1.083
42 H 4.70364 -0.10782 -0.28322  C21 1.083
43 H 5.67379 -0.34438 -1.81229  C21 1.082

Atom charges from the Löwdin analysis, given in e for atoms 1 to 8:
1. O 0.058
2. C -0.441
3. N 0.130
4. C -0.207
5. C -0.202
6. O -0.032
7. C -0.374
8. O 0.088



Run 2
ORCA calculation (wB97M-V/def2-TZVPD) on the molecule C15H22N2O4.

The net charge is 0. Its structure (SMILES) is CCCCOCCCNC(=O)c1ccc([N+](=O)[O-])c(C)c1. The value obtained for the LUMO energy is -0.5222 eV. The calculation puts the frontier orbital gap at 9.2 eV. The value obtained for the HOMO energy is -9.70 eV.

Last columns: bonded neighbours and bond lengths (Å).
Element x y z (Å)
1 C -3.16528 -4.39123 -0.71531  C2 1.524, H41 1.087, H42 1.088, H43 1.087
2 C -2.39475 -3.82196 0.47053  C1 1.524, C3 1.527, H39 1.092, H40 1.092
3 C -2.14342 -2.31964 0.35733  C2 1.527, H4 1.092, H5 1.092, C6 1.526
4 H -1.48976 -1.99623 1.16996  C3 1.092
5 H -1.63678 -2.10353 -0.58536  C3 1.092
6 C -3.41956 -1.48707 0.43144  C3 1.526, H7 1.100, O8 1.412, H38 1.101
7 H -4.03162 -1.62324 -0.47208  C6 1.100
8 O -3.04928 -0.12978 0.55308  C6 1.412, C9 1.413
9 C -4.13905 0.76849 0.51272  O8 1.413, C10 1.528, H36 1.101, H37 1.102
10 C -3.63374 2.20003 0.68286  C9 1.528, C11 1.529, H34 1.091, H35 1.090
11 C -2.74087 2.64766 -0.47510  C10 1.529, N12 1.444, H32 1.097, H33 1.093
12 N -1.49850 1.91194 -0.47876  C11 1.444, C13 1.348, H31 1.011
13 C -0.29508 2.51688 -0.43420  N12 1.348, O14 1.216, C15 1.500
14 O -0.14028 3.72006 -0.52470  C13 1.216
15 C 0.86599 1.58117 -0.26917  C13 1.500, C16 1.388, C20 1.393
16 C 0.84857 0.27122 -0.72855  C15 1.388, C17 1.391, H30 1.080
17 C 1.93479 -0.58348 -0.57034  C16 1.391, C18 1.402, C26 1.492
18 C 3.06246 -0.07051 0.08557  C17 1.402, C19 1.394, N23 1.440
19 C 3.09438 1.24704 0.54100  C18 1.394, C20 1.376, H22 1.079
20 C 2.00903 2.07250 0.35794  C15 1.393, C19 1.376, H21 1.079
21 H 2.02228 3.09914 0.68823  C20 1.079
22 H 3.98905 1.60032 1.03096  C19 1.079
23 N 4.24278 -0.86037 0.32196  C18 1.440, O24 1.214, O25 1.214
24 O 5.02557 -0.45296 1.15636  N23 1.214
25 O 4.40349 -1.88025 -0.31594  N23 1.214
26 C 1.84248 -1.98288 -1.08028  C17 1.492, H27 1.088, H28 1.089, H29 1.087
27 H 2.12828 -2.70123 -0.31422  C26 1.088
28 H 2.52677 -2.12746 -1.91488  C26 1.089
29 H 0.82994 -2.19937 -1.41142  C26 1.087
30 H -0.02185 -0.10242 -1.24709  C16 1.080
31 H -1.59555 0.93374 -0.24163  N12 1.011
32 H -3.26196 2.49078 -1.42737  C11 1.097
33 H -2.49056 3.70800 -0.38515  C11 1.093
34 H -3.07162 2.26718 1.61530  C10 1.091
35 H -4.49722 2.86230 0.74862  C10 1.090
36 H -4.84899 0.52510 1.31800  C9 1.101
37 H -4.66934 0.66477 -0.44761  C9 1.102
38 H -4.02314 -1.78769 1.30151  C6 1.101
39 H -2.94155 -4.02795 1.39292  C2 1.092
40 H -1.42856 -4.32600 0.53964  C2 1.092
41 H -3.24501 -5.47188 -0.62664  C1 1.087
42 H -2.65435 -4.16258 -1.64807  C1 1.088
43 H -4.17068 -3.98110 -0.76234  C1 1.087

Atom charges from the Löwdin analysis, given in e for atoms 1 to 8:
1. C -0.109
2. C -0.260
3. C -0.191
4. H 0.120
5. H 0.101
6. C -0.222
7. H 0.126
8. O -0.182



Run 3
ORCA calculation (wB97M-V/def2-TZVPD) on the molecule C15H22N2O4.

The net charge is 0. Its structure (SMILES) is COc1ccc(C(=O)NCCN2CCOCC2)c(OC)c1. The value obtained for the LUMO energy is 0.6071 eV. The calculation puts the frontier orbital gap at 8.8 eV. The value obtained for the HOMO energy is -8.23 eV.

Last columns: bonded neighbours and bond lengths (Å).
Element x y z (Å)
1 C -5.68395 1.23434 0.88185  H2 1.095, O3 1.407, H42 1.095, H43 1.089
2 H -5.98184 0.56369 0.06937  C1 1.095
3 O -4.77867 2.21526 0.43807  C1 1.407, C4 1.360
4 C -3.58557 1.82382 -0.08456  O3 1.360, C5 1.394, C9 1.391
5 C -2.75053 2.84959 -0.52496  C4 1.394, C6 1.379, H41 1.077
6 C -1.52233 2.54541 -1.07356  C5 1.379, C7 1.387, H40 1.080
7 C -1.10257 1.22976 -1.19924  C6 1.387, C8 1.400, C16 1.499
8 C -1.93191 0.19831 -0.74366  C7 1.400, C9 1.391, O11 1.360
9 C -3.17107 0.49991 -0.18821  C4 1.391, C8 1.391, H10 1.077
10 H -3.80834 -0.29475 0.16133  C9 1.077
11 O -1.42638 -1.05967 -0.84573  C8 1.360, C12 1.406
12 C -2.23641 -2.15308 -0.49081  O11 1.406, H13 1.096, H14 1.094, H15 1.089
13 H -2.47700 -2.14596 0.57808  C12 1.096
14 H -3.16102 -2.17601 -1.07553  C12 1.094
15 H -1.64738 -3.04006 -0.71858  C12 1.089
16 C 0.20753 0.89185 -1.84467  C7 1.499, O17 1.212, N18 1.356
17 O 0.31125 0.31013 -2.90260  C16 1.212
18 N 1.27286 1.33601 -1.13261  C16 1.356, H19 1.007, C20 1.447
19 H 1.10774 1.73627 -0.22324  N18 1.007
20 C 2.62899 0.99721 -1.50491  N18 1.447, H21 1.091, C22 1.545, H39 1.094
21 H 3.31516 1.61342 -0.92212  C20 1.091
22 C 2.94458 -0.50481 -1.32479  C20 1.545, N23 1.442, H37 1.094, H38 1.092
23 N 2.95663 -1.03478 0.01642  C22 1.442, C24 1.448, C29 1.448
24 C 3.94906 -0.48043 0.91290  N23 1.448, C25 1.532, H35 1.105, H36 1.092
25 C 4.06056 -1.40831 2.12647  C24 1.532, H26 1.100, O27 1.409, H34 1.092
26 H 4.42147 -2.39153 1.78955  C25 1.100
27 O 2.82123 -1.55480 2.78009  C25 1.409, C28 1.411
28 C 1.84428 -2.05156 1.89205  O27 1.411, C29 1.530, H32 1.100, H33 1.091
29 C 1.67719 -1.12084 0.68944  N23 1.448, C28 1.530, H30 1.105, H31 1.090
30 H 1.33138 -0.14126 1.06495  C29 1.105
31 H 0.92956 -1.51552 0.00077  C29 1.090
32 H 2.13562 -3.05152 1.53859  C28 1.100
33 H 0.91861 -2.12098 2.46605  C28 1.091
34 H 4.75012 -1.00073 2.86801  C25 1.092
35 H 3.67960 0.53143 1.26660  C24 1.105
36 H 4.91146 -0.43118 0.39972  C24 1.092
37 H 3.93148 -0.69245 -1.75825  C22 1.094
38 H 2.20468 -1.06891 -1.89643  C22 1.092
39 H 2.75211 1.23035 -2.56651  C20 1.094
40 H -0.88125 3.33802 -1.42969  C6 1.080
41 H -3.08934 3.86811 -0.43209  C5 1.077
42 H -5.26967 0.64666 1.70782  C1 1.095
43 H -6.55789 1.77959 1.23461  C1 1.089

Atom charges from the Löwdin analysis, given in e for atoms 1 to 8:
1. C -0.087
2. H 0.097
3. O -0.077
4. C -0.268
5. C -0.007
6. C -0.020
7. C -0.085
8. C -0.209



Run 4
ORCA calculation (wB97M-V/def2-TZVPD) on the molecule C15H22N2O4.

The net charge is 0. Its structure (SMILES) is COc1ccc(C(=O)NCCN2CCOCC2)cc1OC. The value obtained for the LUMO energy is 0.6653 eV. The calculation puts the frontier orbital gap at 8.9 eV. The value obtained for the HOMO energy is -8.20 eV.

Last columns: bonded neighbours and bond lengths (Å).
Element x y z (Å)
1 C -3.00976 1.34305 -4.46492  H2 1.095, O3 1.405, H42 1.089, H43 1.095
2 H -2.87543 0.26198 -4.57383  C1 1.095
3 O -3.60066 1.67263 -3.23325  C1 1.405, C4 1.372
4 C -2.94221 1.35133 -2.07320  O3 1.372, C5 1.391, C9 1.410
5 C -1.70414 0.71831 -2.05851  C4 1.391, C6 1.383, H41 1.078
6 C -1.04500 0.42845 -0.87780  C5 1.383, C7 1.388, H40 1.080
7 C -1.62577 0.76444 0.33754  C6 1.388, C8 1.387, C16 1.492
8 C -2.87628 1.36552 0.33301  C7 1.387, C9 1.390, H15 1.078
9 C -3.54953 1.67583 -0.84292  C4 1.410, C8 1.390, O10 1.360
10 O -4.74925 2.28632 -0.64849  C9 1.360, C11 1.410
11 C -5.63437 2.54436 -1.71479  O10 1.410, H12 1.090, H13 1.092, H14 1.092
12 H -6.52623 2.95977 -1.24550  C11 1.090
13 H -5.89942 1.63066 -2.25105  C11 1.092
14 H -5.22292 3.27033 -2.41902  C11 1.092
15 H -3.35111 1.60814 1.27031  C8 1.078
16 C -0.99109 0.45896 1.65274  C7 1.492, O17 1.216, N18 1.355
17 O -1.63549 0.19224 2.64927  C16 1.216
18 N 0.36115 0.54964 1.65756  C16 1.355, H19 1.008, C20 1.441
19 H 0.85868 0.67754 0.79064  N18 1.008
20 C 1.16710 0.08985 2.75941  N18 1.441, H21 1.092, H22 1.094, C23 1.536
21 H 0.49775 -0.08404 3.60413  C20 1.092
22 H 1.89132 0.86583 3.02540  C20 1.094
23 C 1.88947 -1.21009 2.37557  C20 1.536, N24 1.456, H38 1.092, H39 1.098
24 N 2.65103 -0.99372 1.15332  C23 1.456, C25 1.456, C30 1.454
25 C 3.99544 -0.47818 1.36654  N24 1.456, C26 1.535, H36 1.090, H37 1.095
26 C 4.98666 -1.57306 1.78532  C25 1.535, H27 1.091, O28 1.412, H35 1.102
27 H 6.00464 -1.18143 1.81301  C26 1.091
28 O 5.00073 -2.63690 0.85700  C26 1.412, C29 1.412
29 C 3.71167 -3.19324 0.70457  O28 1.412, C30 1.533, H33 1.091, H34 1.102
30 C 2.71039 -2.12692 0.24490  N24 1.454, C29 1.533, H31 1.091, H32 1.095
31 H 1.71480 -2.56156 0.13998  C30 1.091
32 H 3.03230 -1.74416 -0.72971  C30 1.095
33 H 3.80944 -3.98473 -0.04004  C29 1.091
34 H 3.37845 -3.63398 1.65769  C29 1.102
35 H 4.72636 -1.95760 2.78435  C26 1.102
36 H 3.96676 0.30700 2.12259  C25 1.090
37 H 4.33191 -0.04267 0.42020  C25 1.095
38 H 1.13343 -1.97435 2.18333  C23 1.092
39 H 2.50582 -1.54413 3.22121  C23 1.098
40 H -0.09648 -0.08626 -0.92417  C6 1.080
41 H -1.23468 0.44256 -2.98922  C5 1.078
42 H -3.70816 1.69520 -5.22300  C1 1.089
43 H -2.04731 1.84708 -4.60016  C1 1.095

Atom charges from the Löwdin analysis, given in e for atoms 1 to 8:
1. C -0.082
2. H 0.097
3. O -0.114
4. C -0.185
5. C -0.015
6. C -0.036
7. C -0.138
8. C 0.070



Which of them is least stable? Easy: run 1.